(1)
DFT (ωB97M-V/def2-TZVPD) results for one molecule with the formula C20H18N4O4S in a non-equilibrium geometry.

Structure (XYZ):
```
47
Properties=species:S:1:pos:R:3
S -3.086 -3.895 1.352
O -3.491 2.622 0.857
O 1.179 1.756 0.225
O -5.754 1.249 -0.203
O 0.813 -2.481 -0.942
N -0.614 -0.730 -0.988
N -2.817 -4.514 -0.161
N 2.174 -0.275 0.167
N -1.940 -3.894 -0.806
C 4.915 1.089 -0.073
C -1.397 -2.844 -0.162
C -0.301 -2.023 -0.753
C 4.522 0.020 0.724
C -2.091 0.949 -0.056
C 6.711 -0.942 0.475
C 1.306 0.651 -0.262
C -5.863 2.201 0.833
C -1.920 -2.679 1.101
C -3.012 -0.820 -1.406
C 0.438 0.169 -1.438
C -4.750 3.240 0.712
C -3.365 1.469 0.133
C -4.474 0.811 -0.411
C -1.917 -0.205 -0.806
C 5.427 -0.997 0.989
C 3.110 -0.033 1.248
C -4.281 -0.321 -1.194
C 6.196 1.142 -0.590
C 7.098 0.126 -0.315
H -5.145 -0.793 -1.632
H 8.099 0.167 -0.717
H -4.816 3.728 -0.270
H -5.786 1.701 1.808
H -2.871 -1.686 -2.034
H -0.025 1.034 -1.913
H 7.410 -1.737 0.691
H 1.063 -0.368 -2.157
H 3.008 -0.825 1.996
H -6.848 2.657 0.731
H 2.188 -1.183 -0.282
H 4.209 1.879 -0.282
H -4.819 3.991 1.500
H -1.682 -1.942 1.839
H 6.495 1.977 -1.206
H -1.253 1.469 0.380
H 2.832 0.926 1.693
H 5.128 -1.834 1.604
```

As for the SMILES: O=C(CN(C(=O)c1csnn1)c1ccc2c(c1)OCCO2)NCc1ccccc1. As for the highest occupied orbital energy: -8.4 eV. The relative energy (zero: lowest compared OMol25 entry of this formula, charge and spin) is 226.1 kJ/mol. Its charge is 0. For the HOMO-LUMO gap, the calculation gives 0.3197 hartree.

Löwdin atomic charge list, values in e, 2 entries: 1.005, -0.016



(2)
DFT (ωB97M-V/def2-TZVPD) results for C20H18N6O4S2 as an isolated structure in a non-equilibrium geometry.

Structure (XYZ):
```
50
Properties=species:S:1:pos:R:3
S -3.975 2.904 -0.222
S -2.509 -1.762 0.945
O 3.657 -1.712 -0.726
O -5.977 -1.151 1.642
O 2.876 1.928 -0.645
O -0.017 0.900 0.392
N -1.001 -2.199 -2.745
N -0.232 -1.712 -0.617
N -3.274 0.731 -1.081
N 2.021 -0.524 -1.780
N -2.179 -1.956 -1.902
N -4.920 0.352 0.621
C 3.651 0.770 -0.493
C -5.157 -0.891 0.739
C -2.588 1.430 -2.023
C -4.215 -1.730 0.112
C 4.424 2.275 0.698
C -4.092 1.027 -0.237
C 1.427 -1.672 -2.587
C -1.686 -1.626 -0.577
C 0.522 -1.387 0.399
C 3.332 2.874 0.192
C 4.506 0.950 0.606
C -2.822 2.744 -1.268
C 1.340 -2.402 0.895
C 2.171 -0.981 2.688
C -0.212 2.091 1.077
C 2.104 -2.289 2.258
C 3.172 -0.768 -0.996
C 0.074 -1.707 -1.898
C 1.464 -0.053 1.969
C 0.663 -0.151 1.011
H 2.956 -0.790 3.517
H 1.643 0.216 -2.007
H -0.800 2.639 0.358
H -5.632 1.162 1.432
H 2.990 3.820 0.110
H 2.970 -3.011 2.480
H -1.885 0.974 -2.461
H -4.204 -1.663 -0.868
H 5.093 2.995 1.224
H 1.973 -2.552 -2.058
H -2.511 3.731 -1.878
H 0.577 2.662 1.047
H 5.294 0.196 0.873
H 1.214 -3.344 0.503
H 1.620 0.958 2.605
H 1.425 -1.436 -3.582
H -0.629 2.136 1.909
H -4.646 -2.993 0.354
```

As for the highest occupied orbital energy: -8.0 eV. The relative energy (zero: lowest compared OMol25 entry of this formula, charge and spin) is 1772.3 kJ/mol. Its charge is 0. For the HOMO-LUMO gap, the calculation gives 0.2913 hartree.

Löwdin atomic charge list, values in e, 2 entries: 1.003, 1.007



(3)
DFT (ωB97M-V/def2-TZVPD) results for a 10-piece molecular cluster, C20H19Br2Cl27FN2O4S overall in a non-equilibrium geometry.

Structure (XYZ):
```
76
Properties=species:S:1:pos:R:3
Br -4.593 -3.140 2.692
Br -5.232 0.560 5.467
Cl -3.037 -4.697 -2.887
Cl 4.142 1.538 1.147
Cl 2.822 4.112 -1.616
Cl 7.919 -5.365 -7.173
Cl 5.803 -3.940 -0.817
Cl 1.990 6.811 -2.307
Cl -0.855 -2.813 -2.533
Cl 6.058 0.013 -5.392
Cl 3.194 -5.169 -1.187
Cl -1.508 0.047 -3.341
Cl -0.773 5.798 -0.362
Cl 3.142 -1.087 1.900
Cl -0.939 -5.254 -0.956
Cl 2.632 4.905 -4.404
Cl -1.671 5.450 -5.160
Cl 8.779 -6.214 -4.532
Cl 3.922 -0.555 -0.848
Cl -3.696 1.619 -2.255
Cl -4.256 6.683 -4.682
Cl 6.223 -7.106 -5.583
Cl 4.361 -1.702 -3.773
Cl -1.296 2.945 -3.231
Cl -3.824 5.095 -7.074
Cl -3.005 6.385 1.402
Cl -2.794 3.788 0.110
Cl 5.135 -5.186 -3.353
Cl 6.943 -0.820 -2.758
S -2.829 -0.207 1.398
F -4.211 0.513 1.466
O -0.108 2.560 2.017
O -2.903 -1.446 0.714
O 0.732 0.910 3.261
O -1.811 0.606 0.836
N -3.059 -0.788 4.182
N -1.051 -0.582 3.543
C 0.253 -1.003 5.666
C -1.900 -3.993 -1.736
C 6.032 -1.282 -4.197
C -0.153 1.986 3.059
C -6.820 -1.655 4.072
C 7.888 -6.672 -5.986
C 0.217 -0.336 2.798
C 3.221 0.135 0.611
C -2.280 -1.009 5.276
C 1.249 -0.934 6.331
C -1.900 5.138 0.819
C 1.955 5.111 -2.788
C -0.938 -0.870 4.884
C 4.511 -4.285 -1.971
C -1.134 2.502 4.124
C -3.417 5.290 -5.369
C -1.938 1.501 -2.442
C -2.295 -0.535 3.084
C -5.309 -1.738 3.787
C -4.493 -0.831 4.333
H 2.132 -0.774 6.936
H -0.805 3.435 4.607
H -2.574 -1.238 6.301
H 0.920 4.787 -2.809
H -2.468 -3.477 -0.971
H -1.325 1.773 4.941
H 1.006 -1.078 3.063
H -3.741 4.401 -4.837
H -6.986 -1.751 5.161
H -2.110 2.627 3.614
H -7.174 -0.647 3.784
H 8.369 -7.539 -6.422
H -7.382 -2.414 3.503
H 2.211 0.458 0.383
H -1.332 4.763 1.662
H 6.501 -2.159 -4.630
H -1.497 1.429 -1.454
H 0.104 -0.376 1.702
H 4.119 -3.337 -2.337
```

As for the highest occupied orbital energy: -12.2 eV. Its charge is +1. For the HOMO-LUMO gap, the calculation gives 0.2799 hartree.

Löwdin atomic charge list, values in e, 2 entries: 0.872, 0.838



(4)
DFT (ωB97M-V/def2-TZVPD) results for one molecule with the formula C20H19ClN4O4S in a non-equilibrium geometry.

Structure (XYZ):
```
49
Properties=species:S:1:pos:R:3
Cl 0.658 -1.228 3.915
S -3.317 -3.040 -6.247
O -0.990 -2.497 -2.521
O -4.544 -2.926 -6.984
O 2.697 0.973 3.777
O -2.225 -2.325 -6.953
N 1.561 2.244 2.071
N -3.288 3.141 -0.512
N -1.692 -2.973 -3.677
N -3.651 -2.270 -4.805
C -2.697 -1.084 -2.857
C 4.862 1.562 5.866
C -1.552 1.599 0.189
C 3.834 1.851 3.616
C -3.602 2.280 -1.491
C -0.408 0.250 1.985
C -1.608 -1.376 -2.072
C -2.886 -4.741 -5.933
C 1.645 1.166 2.877
C 0.639 0.157 2.860
C -2.294 2.801 0.307
C -3.387 0.121 -2.646
C -1.227 -0.526 -1.052
C 5.441 -0.034 3.953
C 5.071 1.384 4.367
C -2.688 -2.158 -3.814
C -0.481 1.362 1.157
C 0.515 2.356 1.257
C -2.991 1.018 -1.620
C -1.907 0.682 -0.814
H 4.742 2.646 6.062
H -2.955 -5.242 -6.895
H 5.638 -0.071 2.871
H 4.659 -0.761 4.152
H 0.484 3.209 0.602
H 5.744 1.180 6.386
H -4.172 0.414 -3.334
H 4.103 1.928 2.576
H -3.510 -5.216 -5.155
H 3.594 2.882 3.935
H -4.426 2.599 -2.123
H 3.979 1.072 6.215
H -1.192 -0.475 1.974
H -0.366 -0.824 -0.490
H -1.849 -4.813 -5.610
H 6.370 -0.330 4.444
H -1.983 3.489 1.095
H -4.244 -1.454 -4.964
H 5.898 2.000 4.060
```

As for the SMILES: CC(C)COc1ncc(-c2cncc3cc4c(NS(C)(=O)=O)noc4cc23)cc1Cl. As for the highest occupied orbital energy: -8.5 eV. The relative energy (zero: lowest compared OMol25 entry of this formula, charge and spin) is 0.0 kJ/mol. Its charge is 0. For the HOMO-LUMO gap, the calculation gives 0.2762 hartree.

Löwdin atomic charge list, values in e, 2 entries: 0.702, 0.626



(5)
DFT (ωB97M-V/def2-TZVPD) results for a 2-piece molecular cluster, C20H19F3NO7S3 overall in a non-equilibrium geometry.

Structure (XYZ):
```
53
Properties=species:S:1:pos:R:3
S 0.106 -2.318 0.948
S 1.112 0.319 0.281
S 0.044 -0.288 3.341
F 0.161 2.767 0.893
F -0.163 2.109 -1.181
F -1.398 1.257 0.446
O 0.834 -1.361 3.888
O 4.289 -0.305 -3.008
O 0.448 1.086 3.466
O 0.686 1.159 -3.391
O -0.312 -3.107 2.077
O 1.318 -2.606 0.214
O 5.076 1.764 -2.860
N 0.222 -0.701 1.419
C -4.184 -0.818 5.120
C -2.328 -1.630 3.787
C 2.756 1.354 -2.215
C -2.387 -3.065 -0.056
C -2.202 0.568 4.818
C -1.671 -0.416 3.974
C -3.456 -2.815 -0.938
C -3.479 0.371 5.366
C -3.300 -1.887 -1.985
C -1.048 -1.432 -1.288
C -3.622 -1.787 4.281
C 3.358 3.568 -3.008
C -2.068 -1.229 -2.209
C 1.814 -0.880 -2.945
C -1.238 -2.281 -0.208
C 1.677 0.611 -2.861
C 4.814 3.168 -3.190
C 2.679 2.810 -1.864
C 4.059 0.871 -2.707
C -0.158 1.697 0.119
H -1.828 -2.450 3.278
H 5.476 3.710 -2.500
H -4.173 -2.693 4.021
H 3.189 3.021 -0.913
H 2.592 -1.133 -3.667
H -5.153 -0.993 5.600
H 3.327 4.650 -2.915
H -1.877 -0.597 -3.083
H -0.078 -0.923 -1.422
H 1.640 3.142 -1.791
H -4.134 -1.660 -2.653
H 2.127 -1.291 -1.980
H 0.859 -1.320 -3.253
H 2.809 3.315 -3.925
H -4.396 -3.376 -0.831
H -2.410 -3.867 0.686
H 5.150 3.312 -4.239
H -1.625 1.466 5.060
H -3.933 1.134 6.000
```

As for the highest occupied orbital energy: -3.5 eV. The relative energy (zero: lowest compared OMol25 entry of this formula, charge and spin) is 67.9 kJ/mol. Its charge is -1. For the HOMO-LUMO gap, the calculation gives 0.1886 hartree.

Löwdin atomic charge list, values in e, 2 entries: 0.602, 1.084



Number 1: molar mass 410.5 g/mol. Number 2: molar mass 470.5 g/mol. Number 3: molar mass 1519.5 g/mol. Number 4: molar mass 446.9 g/mol. Number 5: molar mass 538.6 g/mol.